Entry 1:
The following is a quantum chemistry calculation of a structure of composition C43H32CrF14N4O3PS in a non-equilibrium geometry, from OMol25.

Output
**Spin multiplicity**: 4
**Relative energy (zero: lowest compared OMol25 entry of this formula, charge and spin)**: 25.3 kcal per mole
**Expectation value of S²**: 3.8008
**Strongest force on any atom**: 1.4 eV/Å
**E_tot**: -143808.350 eV
**Total charge**: 0

Atoms and positions in Å:
Cr -0.52 1.23 -2.13
C -4.15 1.88 0.11
C -2.81 1.91 -0.52
N -2.23 0.91 -1.05
N -2.67 -0.37 -0.80
C -1.59 -1.12 -0.92
O -0.43 -0.68 -1.28
C -1.73 -2.55 -0.53
C -0.64 -3.40 -0.59
C -0.76 -4.74 -0.25
C -1.98 -5.24 0.16
C -3.09 -4.39 0.23
C -2.96 -3.06 -0.12
C -1.86 3.05 -0.34
C -2.20 4.22 0.29
C -1.18 5.09 0.68
C 0.13 4.74 0.43
C 0.39 3.57 -0.26
N -0.58 2.74 -0.65
H -4.54 0.86 0.08
H -4.82 2.54 -0.44
H -4.11 2.22 1.15
H 0.31 -3.00 -0.93
H 0.11 -5.39 -0.32
H -2.08 -6.29 0.41
H -4.05 -4.78 0.55
H -3.82 -2.39 -0.08
H -3.24 4.43 0.49
H -1.42 6.02 1.18
H 0.95 5.38 0.74
H 1.39 3.27 -0.53
S 1.90 1.57 -2.49
C 2.85 0.39 -1.71
N 2.38 -0.82 -1.34
C 3.13 -1.79 -0.79
C 4.46 -1.61 -0.58
C 5.01 -0.37 -0.92
C 4.23 0.61 -1.48
H 1.35 -0.96 -1.38
H 2.62 -2.71 -0.54
H 5.06 -2.40 -0.15
H 6.06 -0.18 -0.75
H 4.63 1.57 -1.76
O 1.05 0.68 0.91
P 1.05 0.13 2.29
C -0.22 0.89 3.33
C -0.60 0.40 4.58
C -1.55 1.06 5.34
C -2.14 2.22 4.85
C -1.77 2.72 3.61
C -0.82 2.05 2.85
C 0.75 -1.65 2.42
C -0.55 -2.15 2.51
C -0.78 -3.52 2.55
C 0.29 -4.40 2.50
C 1.59 -3.92 2.39
C 1.82 -2.55 2.35
C 2.62 0.44 3.11
C 2.98 -0.11 4.34
C 4.20 0.21 4.92
C 5.08 1.08 4.27
C 4.73 1.63 3.04
C 3.50 1.31 2.47
H -0.15 -0.51 4.97
H -1.84 0.68 6.31
H -2.89 2.74 5.44
H -2.23 3.63 3.22
H -0.52 2.43 1.88
H -1.40 -1.47 2.52
H -1.79 -3.90 2.62
H 0.11 -5.47 2.54
H 2.43 -4.61 2.34
H 2.84 -2.17 2.28
H 2.31 -0.80 4.85
H 4.48 -0.22 5.87
H 6.03 1.32 4.72
H 5.41 2.30 2.53
H 3.21 1.72 1.50
F -0.26 4.16 -2.73
C -0.86 3.03 -3.27
F -2.23 3.27 -3.18
C -0.53 3.22 -4.79
F -0.43 4.54 -5.09
F 0.63 2.66 -5.13
F -1.51 2.74 -5.55
F 0.76 -1.81 -5.53
C -0.26 -2.01 -4.68
F 0.30 -2.23 -3.48
F -0.87 -3.15 -5.04
C -1.23 -0.75 -4.64
O -0.69 0.19 -3.86
C -2.67 -1.23 -4.17
F -3.42 -1.74 -5.15
F -3.33 -0.19 -3.65
F -2.57 -2.17 -3.21
C -1.36 -0.27 -6.13
F -0.30 0.45 -6.48
F -1.45 -1.31 -6.99
F -2.45 0.48 -6.32

Results of the Mulliken charge analysis, in e, for atoms 1 through 4: Cr -0.556; C -1.940; C -0.148; N 1.221


Entry 2:
The following is a quantum chemistry calculation of a structure of composition C43H32N2P2ReSTe, from OMol25.

Output
**Spin multiplicity**: 4
**Relative energy (zero: lowest compared OMol25 entry of this formula, charge and spin)**: 6.0 kcal per mole
**Expectation value of S²**: 3.8153
**Strongest force on any atom**: 1.0 eV/Å
**E_tot**: -86910.862 eV
**Total charge**: +2

Atoms and positions in Å:
Re 0.02 0.58 1.31
S -1.25 0.22 5.61
C -2.26 -0.91 4.74
C -3.17 -1.82 5.24
C -3.91 -2.57 4.34
C -3.76 -2.38 2.96
C -2.84 -1.48 2.46
C -2.05 -0.77 3.36
N -1.08 0.18 3.05
C -0.64 0.82 4.13
C 0.21 1.97 3.92
C 0.58 2.85 4.93
C 1.23 4.02 4.61
C 1.49 4.32 3.28
C 1.16 3.42 2.27
C 0.51 2.22 2.56
H -3.31 -1.93 6.31
H -4.62 -3.29 4.71
H -4.38 -2.94 2.28
H -2.72 -1.32 1.40
H 0.34 2.61 5.96
H 1.52 4.72 5.39
H 1.97 5.26 3.02
H 1.40 3.68 1.25
Te 2.06 1.01 -0.52
C 1.93 2.66 -1.91
C 1.02 3.70 -2.03
C 1.28 4.69 -2.97
N 2.35 4.70 -3.74
C 3.24 3.73 -3.60
C 3.08 2.69 -2.69
C 0.36 -0.32 -0.67
P -0.89 -0.43 -2.02
C -1.99 0.91 -1.39
C -1.54 1.96 -0.57
C -2.45 2.77 0.11
C -3.81 2.53 -0.01
C -4.26 1.53 -0.85
C -3.36 0.71 -1.52
C 0.03 0.15 -3.48
C 1.19 -0.54 -3.83
C 1.83 -0.26 -5.03
C 1.32 0.71 -5.88
C 0.15 1.37 -5.55
C -0.50 1.09 -4.36
P 0.63 -1.66 0.48
C 2.33 -2.28 0.31
C 2.55 -3.38 -0.52
C 3.86 -3.77 -0.78
C 4.93 -3.08 -0.23
C 4.70 -2.01 0.62
C 3.40 -1.61 0.90
C -0.48 -3.07 0.28
C -0.89 -3.70 1.46
C -1.68 -4.83 1.39
C -2.05 -5.35 0.16
C -1.62 -4.75 -1.01
C -0.84 -3.61 -0.96
H 0.12 3.78 -1.43
H 0.58 5.51 -3.10
H 4.12 3.78 -4.23
H 3.84 1.92 -2.60
H -0.51 2.27 -0.60
H -2.09 3.59 0.72
H -4.52 3.16 0.52
H -5.33 1.36 -0.97
H -3.72 -0.09 -2.15
H 1.57 -1.35 -3.20
H 2.73 -0.80 -5.30
H 1.83 0.93 -6.81
H -0.27 2.10 -6.23
H -1.43 1.59 -4.11
H 1.73 -3.92 -0.95
H 4.03 -4.63 -1.43
H 5.94 -3.40 -0.45
H 5.53 -1.49 1.07
H 3.23 -0.83 1.63
H -0.58 -3.30 2.41
H -2.01 -5.32 2.30
H -2.67 -6.24 0.11
H -1.89 -5.17 -1.97
H -0.50 -3.15 -1.88

Results of the Mulliken charge analysis, in e, for atoms 1 through 4: Re 0.762; S -0.270; C 0.642; C -0.556


Entry 3:
The following is a quantum chemistry calculation of a structure of composition C43H33AuF9N3O2PSe, from OMol25.

Output
**Relative energy (zero: lowest compared OMol25 entry of this formula, charge and spin)**: 0.0 kcal per mole
**Strongest force on any atom**: 0.6 eV/Å
**E_tot**: -156473.820 eV
**Total charge**: +1

Atoms and positions in Å:
Au 0.16 -1.82 0.43
O -3.95 -0.62 -2.91
C -3.59 0.67 -2.75
C -3.94 1.56 -3.76
C -3.60 2.89 -3.65
C -2.90 3.37 -2.54
C -2.53 2.49 -1.55
C -2.86 1.13 -1.63
C -2.42 0.23 -0.57
O -1.45 0.69 0.24
N -2.90 -0.97 -0.50
N -2.20 -1.79 0.38
C -2.79 -2.79 0.87
C -2.04 -3.69 1.74
C -2.66 -4.79 2.33
C -1.93 -5.61 3.17
C -0.60 -5.30 3.40
C -0.05 -4.19 2.77
N -0.76 -3.40 1.96
H -3.75 -1.10 -2.08
H -4.48 1.18 -4.61
H -3.88 3.58 -4.44
H -2.64 4.42 -2.46
H -1.97 2.84 -0.69
H -3.84 -2.97 0.66
H -3.71 -4.99 2.12
H -2.39 -6.47 3.63
H 0.01 -5.91 4.05
H 0.98 -3.91 2.93
F -0.44 -2.91 -7.41
C -1.21 -3.10 -6.33
F -2.33 -2.39 -6.50
F -1.56 -4.40 -6.31
C -0.48 -2.72 -5.07
C -0.95 -1.68 -4.26
C -0.25 -1.36 -3.11
C 0.90 -2.06 -2.76
C 1.36 -3.09 -3.58
C 0.67 -3.42 -4.73
P 1.72 -1.59 -1.21
C 2.25 0.12 -1.47
C 2.67 0.56 -2.73
C 3.06 1.87 -2.90
C 3.03 2.75 -1.83
C 2.60 2.32 -0.58
C 2.20 1.01 -0.40
C 3.49 4.17 -2.00
F 3.33 4.60 -3.26
F 2.81 5.01 -1.20
F 4.79 4.30 -1.70
C 3.20 -2.61 -1.10
C 4.44 -2.16 -1.54
C 5.55 -2.99 -1.47
C 5.41 -4.28 -0.98
C 4.18 -4.74 -0.55
C 3.08 -3.91 -0.60
C 6.59 -5.21 -0.92
F 6.73 -5.72 0.32
F 6.43 -6.25 -1.75
F 7.74 -4.61 -1.24
H -1.85 -1.15 -4.52
H -0.61 -0.55 -2.48
H 2.26 -3.64 -3.32
H 1.02 -4.22 -5.37
H 2.68 -0.12 -3.57
H 3.39 2.22 -3.88
H 2.57 3.02 0.25
H 1.85 0.67 0.56
H 4.55 -1.15 -1.92
H 6.52 -2.64 -1.80
H 4.08 -5.75 -0.16
H 2.11 -4.26 -0.24
C -2.87 6.76 2.14
C -2.60 5.28 2.15
C -3.64 4.37 2.12
C -3.42 3.00 2.13
C -4.59 2.06 2.07
C -2.08 2.55 2.16
Se -1.76 0.68 2.08
C -1.00 3.45 2.20
C 0.45 3.05 2.22
C -1.29 4.81 2.19
H -3.93 6.97 2.15
H -2.44 7.23 1.25
H -2.42 7.24 3.01
H -4.66 4.73 2.09
H -5.52 2.63 2.07
H -4.61 1.38 2.92
H -4.57 1.45 1.16
H 0.59 1.98 2.34
H 0.97 3.56 3.03
H 0.93 3.35 1.29
H -0.47 5.52 2.21

Results of the Mulliken charge analysis, in e, for atoms 1 through 4: Au 0.596; O -0.671; C 0.103; C -0.575


Entry 4:
The following is a quantum chemistry calculation of a structure of composition C43H33BF4N12OTi in a non-equilibrium geometry, from OMol25.

Output
**Spin multiplicity**: 2
**Relative energy (zero: lowest compared OMol25 entry of this formula, charge and spin)**: 6.9 kcal per mole
**Expectation value of S²**: 0.7527
**Strongest force on any atom**: 1.2 eV/Å
**E_tot**: -99722.406 eV
**Total charge**: +1

Atoms and positions in Å:
Ti 0.26 0.61 -0.73
C -1.77 -0.85 3.06
C -1.02 -0.84 1.89
N -0.67 0.30 1.32
C -1.02 1.44 1.94
C -1.77 1.41 3.10
N -2.15 0.27 3.66
C -0.50 2.69 1.32
C -0.76 3.96 1.80
C -0.19 5.05 1.16
C 0.67 4.83 0.08
C 0.89 3.53 -0.34
N 0.30 2.50 0.27
C 1.82 3.14 -1.42
C 2.62 4.03 -2.13
N 3.50 3.61 -3.03
C 3.61 2.31 -3.21
C 2.82 1.40 -2.52
N 1.92 1.82 -1.64
C -0.46 6.43 1.62
C -0.69 7.46 0.70
C -0.95 8.73 1.18
N -0.98 9.04 2.48
C -0.76 8.05 3.34
C -0.51 6.74 2.97
H -2.06 -1.79 3.51
H -0.72 -1.76 1.41
H -2.08 2.32 3.60
H -1.42 4.12 2.64
H 1.16 5.66 -0.40
H 2.54 5.10 -1.98
H 4.35 1.96 -3.93
H 2.89 0.33 -2.68
H -0.70 7.27 -0.36
H -1.14 9.54 0.49
H -0.79 8.33 4.39
H -0.32 5.99 3.73
C 0.42 -2.72 -3.77
C 0.30 -1.40 -3.10
N 0.70 -1.15 -1.91
N 1.36 -2.13 -1.20
C 1.89 -1.59 -0.14
O 1.77 -0.33 0.16
C 2.72 -2.44 0.75
C 2.94 -3.78 0.46
C 3.73 -4.55 1.29
C 4.30 -3.99 2.42
C 4.08 -2.65 2.72
C 3.30 -1.87 1.89
C -0.28 -0.23 -3.82
C -0.78 -0.34 -5.10
C -1.26 0.80 -5.73
C -1.20 2.01 -5.06
C -0.69 2.02 -3.77
N -0.24 0.94 -3.16
H 0.90 -3.44 -3.11
H 0.99 -2.63 -4.69
H -0.58 -3.08 -4.03
H 2.48 -4.21 -0.42
H 3.90 -5.60 1.06
H 4.92 -4.59 3.08
H 4.53 -2.21 3.61
H 3.12 -0.83 2.11
H -0.81 -1.30 -5.60
H -1.66 0.74 -6.73
H -1.56 2.92 -5.51
H -0.66 2.94 -3.20
F -1.71 0.88 -1.05
B -2.75 2.05 -1.04
F -3.60 1.78 -2.06
F -2.00 3.20 -1.22
F -3.31 2.00 0.22
C -4.14 -2.57 0.07
C -3.21 -1.67 -0.44
N -1.96 -2.01 -0.74
C -1.59 -3.27 -0.53
C -2.44 -4.25 -0.01
C -3.74 -3.88 0.28
C -1.98 -5.64 0.16
C -1.04 -6.14 0.96
C -0.23 -5.49 2.00
C 0.53 -6.30 2.84
C 1.24 -5.69 3.86
N 1.22 -4.37 4.04
C 0.50 -3.68 3.17
N -0.24 -4.16 2.17
H -5.14 -2.24 0.30
H -3.49 -0.64 -0.62
H -0.56 -3.52 -0.76
H -4.44 -4.60 0.68
H -2.50 -6.37 -0.47
H -0.88 -7.21 0.90
H 0.55 -7.37 2.71
H 1.83 -6.27 4.55
H 0.51 -2.61 3.30

Results of the Mulliken charge analysis, in e, for atoms 1 through 4: Ti -0.663; C -0.703; C -0.892; N 1.019


Entry 5:
The following is a quantum chemistry calculation of a structure of composition C43H33Br2N9O4PbS2, from OMol25.

Output
**Relative energy (zero: lowest compared OMol25 entry of this formula, charge and spin)**: 8.4 kcal per mole
**Strongest force on any atom**: 0.7 eV/Å
**E_tot**: -233729.544 eV
**Total charge**: 0

Atoms and positions in Å:
Pb -0.10 0.44 0.20
C 0.85 -5.13 4.33
C 0.27 -4.01 3.50
C -0.42 -4.27 2.31
C -1.00 -3.25 1.59
C -0.98 -1.91 2.02
N -1.65 -0.91 1.31
C -2.95 -1.13 0.92
C -3.75 -2.11 1.56
C -5.04 -2.41 1.20
C -5.69 -1.71 0.18
C -7.10 -2.01 -0.24
C -4.97 -0.68 -0.40
C -3.65 -0.39 -0.07
N -3.10 0.75 -0.78
C -3.53 1.22 -1.97
C -2.94 2.45 -2.17
C -2.14 2.65 -1.05
N -2.24 1.62 -0.20
C -0.21 -1.66 3.16
C 0.40 -2.69 3.88
N -0.04 -0.33 3.68
C -0.05 0.05 4.98
C 0.20 1.40 5.01
C 0.35 1.76 3.66
N 0.20 0.70 2.87
H 0.25 -6.04 4.22
H 0.88 -4.86 5.39
H 1.86 -5.38 4.02
H -0.47 -5.29 1.94
H -1.51 -3.46 0.65
H -3.31 -2.66 2.38
H -5.57 -3.19 1.73
H -7.51 -2.85 0.34
H -7.15 -2.29 -1.30
H -7.76 -1.15 -0.10
H -5.47 -0.06 -1.13
H -4.18 0.66 -2.61
H -3.07 3.10 -3.02
H -1.50 3.48 -0.80
H 0.98 -2.44 4.77
H -0.26 -0.65 5.77
H 0.26 2.04 5.88
H 0.55 2.73 3.22
Br -2.74 -3.39 -2.35
C -2.00 -1.90 -3.25
C -2.36 -1.66 -4.58
C -1.87 -0.59 -5.26
Br -2.39 -0.31 -7.07
C -0.99 0.32 -4.62
C -0.43 1.47 -5.23
C 0.37 2.30 -4.51
C 0.61 2.01 -3.16
N 0.12 0.95 -2.56
C -0.64 0.08 -3.27
C -1.12 -1.08 -2.54
O -0.77 -1.32 -1.33
H -3.05 -2.34 -5.07
H -0.66 1.68 -6.27
H 0.81 3.18 -4.96
H 1.21 2.67 -2.54
C 2.77 -1.68 -1.69
O 2.25 -1.07 -0.48
H 3.43 -2.51 -1.47
H 3.28 -0.91 -2.27
H 1.90 -2.04 -2.22
N 1.79 7.55 -0.07
C 2.22 6.49 -0.05
C 2.73 5.14 -0.02
C 4.09 4.87 -0.14
C 4.50 3.55 -0.14
C 3.54 2.56 -0.02
N 2.24 2.80 0.11
C 1.85 4.07 0.11
H 4.79 5.68 -0.24
H 5.54 3.30 -0.24
H 3.83 1.51 -0.05
H 0.78 4.26 0.22
O 2.03 -6.14 1.16
S 3.16 -5.29 0.97
O 4.25 -5.72 0.15
N 2.69 -3.78 0.43
C 3.08 -2.88 1.26
S 3.10 -1.18 0.90
C 3.68 -3.34 2.54
C 4.08 -2.60 3.65
C 4.61 -3.29 4.73
C 4.74 -4.68 4.70
C 4.33 -5.41 3.59
C 3.80 -4.71 2.53
H 3.98 -1.52 3.67
H 4.93 -2.75 5.61
H 5.17 -5.19 5.55
H 4.42 -6.49 3.57

Results of the Mulliken charge analysis, in e, for atoms 1 through 4: Pb 1.342; C -1.428; C 0.479; C -1.036